1.
62
Properties=species:S:1:pos:R:3:forces:R:3 method="wB97M-V/def2-TZVPD" charge=+1 e_homo_ev=-10.69 gap_ev=4.5 lumo_energy_ev=-6.16 energy_ha=-1924.54787 spin_multiplicity=1 max_force_ev_per_a=2.446
C -0.240 0.490 4.236 0.1240 0.0088 -0.3915
Si -0.224 1.449 2.636 -0.4223 0.6592 0.3719
C -1.941 2.109 2.308 0.5408 -0.4799 -0.2571
C 0.939 2.903 2.802 -0.0909 -0.5257 -0.1611
O 0.238 0.442 1.361 0.6539 -1.1367 0.6593
C 1.467 -0.200 1.454 1.7007 1.4866 -0.9379
C 2.580 0.423 0.969 -2.0719 -0.7906 0.7569
C 3.920 -0.179 1.052 0.6937 -0.3300 -0.1761
O 1.580 -1.457 2.026 -0.9393 0.9680 -0.1896
Si 0.723 -2.712 1.294 -0.6671 -0.7931 -0.7160
C 0.965 -4.272 2.289 0.2268 0.6520 0.1445
C -1.111 -2.373 1.173 0.5686 0.1528 0.0983
C 1.404 -3.006 -0.420 -0.0265 0.3145 0.5175
H -0.550 1.136 5.052 -0.0535 0.0932 0.1476
H -0.935 -0.340 4.157 -0.1239 -0.2203 0.0965
H 0.752 0.102 4.445 0.2248 -0.1767 0.1530
H -2.253 2.765 3.116 -0.0055 0.0690 0.1093
H -1.950 2.669 1.377 -0.1331 0.1086 -0.1349
H -2.642 1.283 2.231 -0.2483 -0.0476 -0.0484
H 0.606 3.558 3.602 -0.0796 0.0962 0.1140
H 1.941 2.555 3.029 0.2644 0.0691 0.0207
H 0.961 3.468 1.875 0.0868 0.1713 -0.1312
H 2.451 1.386 0.509 -0.1102 0.2232 0.0076
H 4.682 0.436 0.569 -0.1077 -0.0142 0.0284
H 4.218 -0.315 2.092 0.1325 -0.0809 0.1701
H 3.936 -1.159 0.574 0.1213 -0.1186 0.0100
H 0.458 -5.104 1.810 -0.0507 -0.0664 -0.0698
H 2.025 -4.497 2.363 0.2023 -0.2183 0.0714
H 0.558 -4.134 3.285 -0.0775 -0.1299 0.2463
H -1.615 -3.227 0.728 -0.0591 -0.1588 -0.0444
H -1.525 -2.197 2.160 -0.2217 0.0756 0.1783
H -1.288 -1.499 0.555 -0.1400 0.1375 -0.0622
H 0.893 -3.840 -0.892 -0.0713 -0.1017 -0.0792
H 1.269 -2.118 -1.028 0.0373 0.1133 -0.2361
H 2.464 -3.234 -0.356 0.2300 -0.0671 -0.1400
F 8.487 3.659 5.017 0.8881 -0.2898 -0.2468
C 9.066 2.493 4.661 -0.5746 -0.5928 -0.2219
F 9.597 2.592 3.428 0.1702 0.4234 0.8179
F 10.012 2.152 5.558 -0.1274 0.6402 -0.5352
C 8.007 1.416 4.655 -0.0942 -0.1212 -0.1294
C 8.036 0.369 3.756 0.4837 0.0702 -0.3238
C 7.052 -0.588 3.772 -0.3213 -0.2542 0.0761
C 5.995 -0.530 4.708 0.1536 0.2072 0.1349
C 4.997 -1.537 4.665 -0.4298 0.1721 0.5310
C 3.829 -1.753 5.445 0.1332 0.1998 -0.0924
C 3.080 -2.927 5.212 0.2522 -0.0719 -0.2743
C 1.959 -3.217 5.947 -0.1408 -0.4338 -0.1704
C 1.529 -2.360 6.940 -0.0702 -0.1961 -0.0326
C 2.223 -1.192 7.184 0.2311 0.4311 0.1654
C 3.337 -0.888 6.448 -0.0633 0.3082 0.0849
C 6.030 0.529 5.639 -0.0227 -0.0726 0.1999
C 7.008 1.483 5.599 -0.1700 0.2776 0.3526
H 8.846 0.327 3.048 0.0440 -0.1453 -0.2113
H 7.090 -1.403 3.069 -0.0364 -0.1194 -0.1883
H 5.160 -2.285 3.907 0.0504 -0.2775 -0.2680
H 3.408 -3.606 4.444 0.0441 -0.1689 -0.1715
H 1.409 -4.122 5.752 -0.0502 -0.1596 -0.0835
H 0.652 -2.592 7.519 -0.2007 -0.0909 0.0937
H 1.890 -0.513 7.952 -0.0552 0.1037 0.0295
H 3.790 0.060 6.632 0.0212 0.1608 0.0583
H 5.328 0.599 6.440 -0.1000 0.0280 0.0863
H 7.015 2.301 6.300 -0.1229 0.0294 0.1927

=====

2.
58
Properties=species:S:1:pos:R:3:forces:R:3 method="wB97M-V/def2-TZVPD" charge=0 e_above_lowest_ev=1.4351 e_homo_ev=-8.34 gap_ev=9.0 lumo_energy_ev=0.70 energy_ha=-1080.35928 spin_multiplicity=1 smiles=OCC[C@H]1CN(CCCc2ccccc2)CCN1CCc1ccccc1 max_force_ev_per_a=0.647
O -2.065 -2.696 -0.796 -0.2560 0.2116 -0.4640
C -1.131 -3.035 0.201 0.4006 -0.0260 0.5068
C -0.278 -1.860 0.686 -0.1130 -0.2504 -0.3775
H 0.331 -2.221 1.517 0.0209 0.0043 0.0847
H -0.929 -1.068 1.058 0.0014 -0.0291 0.1326
C 0.643 -1.273 -0.408 -0.2691 -0.0003 0.0108
N 1.933 -0.821 0.078 0.0222 0.0707 -0.0222
C 1.811 0.297 0.990 -0.0053 0.3266 -0.0589
C 1.090 1.448 0.298 0.1791 -0.0941 0.2535
N -0.209 1.006 -0.171 0.0998 0.0820 -0.0573
C -0.026 -0.083 -1.108 0.0182 -0.2115 -0.0478
H -1.002 -0.381 -1.491 -0.0151 -0.0173 -0.0253
H 0.607 0.227 -1.961 -0.0623 -0.0136 0.0292
C -0.999 2.095 -0.720 -0.2031 -0.0244 -0.1073
C -2.486 1.748 -0.814 0.3040 0.0602 0.2526
H -2.643 0.925 -1.513 -0.0532 0.0088 -0.0740
H -3.022 2.614 -1.206 -0.0404 -0.0349 -0.0805
C -3.061 1.357 0.552 -0.0453 -0.0645 -0.3125
C -4.458 0.827 0.407 0.0108 0.0806 0.1504
C -4.670 -0.497 0.042 -0.0064 0.0175 0.0233
C -5.954 -0.982 -0.127 -0.0274 -0.0783 -0.0368
C -7.045 -0.151 0.066 -0.1310 -0.0203 -0.0147
C -6.843 1.170 0.427 -0.1190 0.0388 -0.0095
C -5.557 1.654 0.595 0.0299 -0.0024 0.0008
H -5.405 2.687 0.878 0.0311 0.1018 0.0416
H -7.689 1.825 0.580 -0.0605 0.0429 0.0127
H -8.048 -0.530 -0.065 -0.0692 -0.0285 -0.0056
H -6.103 -2.015 -0.408 -0.0122 -0.0878 -0.0206
H -3.826 -1.156 -0.110 0.1344 -0.0737 -0.0207
H -3.050 2.228 1.210 0.0367 -0.0005 0.0767
H -2.414 0.594 0.985 -0.0130 0.0524 0.0797
H -0.887 2.949 -0.046 0.0341 0.0220 -0.0474
H -0.629 2.402 -1.715 0.0451 0.0353 0.0855
H 0.952 2.266 1.009 0.0080 0.0055 -0.0384
H 1.719 1.810 -0.536 -0.0061 0.0167 0.0265
H 2.814 0.624 1.271 -0.0422 -0.0052 0.0483
H 1.262 0.027 1.907 0.0564 0.0269 0.0120
C 2.846 -1.861 0.511 0.2096 -0.0526 -0.2706
H 2.385 -2.847 0.397 -0.0407 0.0200 0.0862
C 4.135 -1.827 -0.336 -0.2159 -0.0391 0.3113
C 4.830 -0.507 -0.188 0.0815 -0.0871 -0.1178
C 4.539 0.541 -1.052 0.0347 -0.0272 -0.0277
C 5.133 1.779 -0.884 -0.0049 0.1053 -0.0439
C 6.031 1.984 0.150 0.0383 0.1093 0.0378
C 6.331 0.944 1.014 0.0610 0.0473 0.1061
C 5.732 -0.291 0.846 -0.0276 -0.0212 -0.0232
H 5.968 -1.100 1.524 0.0278 -0.0946 0.0628
H 7.033 1.097 1.821 0.0548 0.0103 0.0548
H 6.497 2.950 0.282 0.0384 0.0706 0.0059
H 4.898 2.587 -1.561 -0.0204 0.0540 -0.0576
H 3.836 0.382 -1.856 -0.0745 -0.0253 -0.0784
H 4.787 -2.640 -0.012 0.0598 -0.0423 -0.0641
H 3.864 -1.988 -1.380 0.0055 -0.0717 -0.0160
H 3.110 -1.736 1.568 -0.0546 -0.0688 -0.0008
H 0.849 -2.046 -1.161 -0.0518 0.0281 -0.0073
H -0.476 -3.846 -0.153 -0.0562 0.0355 0.0858
H -1.729 -3.417 1.033 0.1158 -0.0373 -0.0602
H -1.588 -2.436 -1.592 -0.0635 -0.0550 0.0100

=====

3.
61
Properties=species:S:1:pos:R:3:forces:R:3 method="wB97M-V/def2-TZVPD" charge=+1 e_above_lowest_ev=2.2355 e_homo_ev="-10.16 / -10.23" gap_ev="6.4 / 6.6" lumo_energy_ev="-3.76 / -3.64" energy_ha=-2225.64721 spin_multiplicity=1 max_force_ev_per_a=1.875
Pt 0.088 0.186 0.189 1.3585 1.0537 0.7483
S -4.198 -1.709 -0.039 0.4335 -0.0511 -0.0112
C -3.134 -3.092 -0.034 0.1976 0.3084 0.0274
C -3.455 -4.438 -0.032 -0.0715 -0.0731 0.0037
C -2.421 -5.352 -0.027 -0.1263 -0.0797 0.0033
C -1.090 -4.936 -0.032 0.1217 -0.0306 0.0093
C -0.763 -3.598 -0.036 -0.0439 0.2007 -0.0110
C -1.792 -2.659 -0.025 -0.7449 -0.7483 -0.0086
N -1.656 -1.305 -0.005 -0.3101 0.3271 -0.3639
C -2.794 -0.670 -0.025 -0.0403 -0.9679 0.1097
C -2.840 0.768 -0.032 -0.0620 1.1327 -0.1039
C -4.046 1.476 -0.026 0.3164 -0.3978 -0.0704
C -4.026 2.854 -0.024 -0.1730 0.1308 0.0227
C -2.816 3.530 -0.027 -0.0030 -0.0526 -0.1372
C -1.614 2.831 -0.022 0.1923 0.1220 -0.1359
C -1.603 1.447 -0.033 -0.1168 -1.4137 1.1828
H -4.485 -4.758 -0.030 -0.0932 -0.0872 -0.0111
H -2.649 -6.406 -0.024 -0.0126 -0.1081 0.0017
H -0.308 -5.680 -0.029 0.0842 -0.0668 -0.0281
H 0.261 -3.250 -0.057 0.1041 -0.0157 0.0165
H -4.980 0.931 -0.009 -0.1557 0.0604 -0.0347
H -4.957 3.400 -0.012 -0.0490 0.0820 0.0027
H -2.809 4.610 -0.025 0.0207 0.1070 0.0125
H -0.685 3.389 -0.011 0.0222 -0.0230 0.0834
C -0.372 0.837 4.022 -0.1290 -0.0011 -0.5757
P 0.184 -0.223 2.637 0.5822 0.7134 -0.9712
C -0.434 -1.865 3.169 -0.1571 0.3325 -0.6850
C 1.996 -0.347 2.984 -0.1634 0.0025 -0.2360
C 2.738 -1.045 1.850 0.1013 0.1524 -0.1408
P 2.448 -0.217 0.211 -0.2450 -1.5196 0.7214
C 3.793 1.031 0.217 -0.5958 0.1781 -0.1324
C 3.158 -1.471 -0.926 -0.1022 0.1873 0.1089
H -0.057 0.395 4.968 0.0182 -0.0457 -0.0293
H -1.457 0.911 3.995 -0.0555 0.0588 0.0640
H 0.052 1.834 3.921 -0.0065 0.0371 -0.0152
H -0.075 -2.085 4.172 0.0665 0.1075 0.0408
H -0.106 -2.640 2.477 -0.0326 -0.0187 0.0205
H -1.524 -1.842 3.171 -0.0260 -0.0845 -0.0157
H 2.137 -0.890 3.924 -0.0522 0.1213 -0.0102
H 2.375 0.671 3.117 -0.0718 -0.0260 0.0541
H 2.388 -2.079 1.766 0.0727 0.0319 -0.1110
H 3.813 -1.066 2.056 -0.0715 -0.0887 -0.0018
H 4.752 0.544 0.392 -0.0828 -0.1081 -0.0036
H 3.614 1.772 0.993 0.0043 0.0713 0.0164
H 3.823 1.539 -0.746 0.0170 0.0845 -0.0183
H 3.990 -1.980 -0.439 0.0853 0.0328 -0.0772
H 3.514 -0.975 -1.827 0.0517 -0.0528 -0.0790
H 2.401 -2.200 -1.208 -0.0436 0.0100 0.0094
C 0.322 0.679 -4.577 0.0196 -0.0223 0.1482
C -0.558 -0.570 -4.585 0.0951 0.0500 0.3289
C -1.003 -0.621 -3.128 -0.6051 -0.2355 -0.3334
O 0.163 -0.273 -2.392 0.1535 0.3028 0.9849
C 0.942 0.639 -3.172 0.4315 0.4221 -0.2898
H -0.286 1.575 -4.698 0.0042 0.0053 -0.0266
H 1.082 0.666 -5.356 -0.0141 0.0533 0.0020
H 0.040 -1.451 -4.818 -0.0540 -0.0692 -0.0388
H -1.392 -0.508 -5.277 -0.0475 -0.0087 -0.0411
H -1.328 -1.610 -2.798 0.0171 0.1293 0.0128
H -1.798 0.115 -2.941 0.0483 -0.1125 0.0370
H 1.963 0.244 -3.200 -0.0591 0.0901 0.0472
H 0.950 1.628 -2.694 -0.0024 -0.1899 -0.0724